Record 1
{"formula": "C33H14BBr2Cl80F7NO4", "method": "ωB97M-V with the def2-TZVPD basis set", "elements": ["C", "C", "Br", "C", "Br", "C", "C", "F", "F", "C", "F", "F", "C", "F", "F", "F", "O", "B", "O", "O", "C", "N", "O", "C", "C", "C", "C", "C", "H", "H", "H", "H", "H", "H", "H", "H", "H", "H", "H", "H", "H", "H", "C", "Cl", "Cl", "Cl", "Cl", "C", "Cl", "Cl", "Cl", "Cl", "C", "Cl", "Cl", "Cl", "Cl", "C", "Cl", "Cl", "Cl", "Cl", "C", "Cl", "Cl", "Cl", "Cl", "C", "Cl", "Cl", "Cl", "Cl", "C", "Cl", "Cl", "Cl", "Cl", "C", "Cl", "Cl", "Cl", "Cl", "C", "Cl", "Cl", "Cl", "Cl", "C", "Cl", "Cl", "Cl", "Cl", "C", "Cl", "Cl", "Cl", "Cl", "C", "Cl", "Cl", "Cl", "Cl", "C", "Cl", "Cl", "Cl", "Cl", "C", "Cl", "Cl", "Cl", "Cl", "C", "Cl", "Cl", "Cl", "Cl", "C", "Cl", "Cl", "Cl", "Cl", "C", "Cl", "Cl", "Cl", "Cl", "C", "Cl", "Cl", "Cl", "Cl", "C", "Cl", "Cl", "Cl", "Cl", "C", "Cl", "Cl", "Cl", "Cl"], "positions_angstrom": [[-4.235, -0.781, -1.769], [-2.950, -1.516, -1.708], [-2.838, -2.771, -3.118], [-1.970, -1.365, -0.820], [-2.243, -0.013, 0.485], [-0.636, -2.135, -0.689], [0.620, -1.506, -1.382], [1.657, -2.354, -1.243], [0.948, -0.349, -0.759], [0.519, -1.105, -2.852], [-0.458, -0.197, -3.015], [0.199, -2.171, -3.616], [1.843, -0.496, -3.471], [2.866, -0.488, -2.621], [1.609, 0.770, -3.828], [2.200, -1.156, -4.571], [-0.297, -1.920, 0.662], [0.029, -3.139, 1.444], [1.367, -3.016, 2.009], [-0.956, -3.366, 2.558], [-0.567, -3.162, 3.745], [-0.377, -2.967, 4.887], [0.034, -4.162, 0.403], [-0.765, -3.726, -0.665], [-0.314, -4.564, -1.831], [-0.882, -5.993, -1.863], [-2.331, -6.098, -1.417], [-0.791, -6.530, -3.294], [-4.248, -0.097, -2.607], [-4.469, -0.307, -0.835], [-5.015, -1.508, -1.962], [1.973, -3.355, 1.355], [-1.783, -3.863, -0.310], [0.757, -4.674, -1.742], [-0.510, -4.124, -2.794], [-0.290, -6.644, -1.232], [-2.601, -7.145, -1.413], [-2.477, -5.755, -0.404], [-3.012, -5.619, -2.105], [-1.525, -7.314, -3.417], [-1.084, -5.759, -3.994], [0.193, -6.911, -3.527], [2.079, 4.368, -1.987], [3.666, 5.120, -1.698], [1.779, 4.353, -3.733], [2.063, 2.734, -1.347], [0.815, 5.306, -1.199], [0.989, -1.696, -8.291], [0.597, -0.059, -8.838], [2.735, -1.939, -8.402], [0.468, -1.890, -6.628], [0.167, -2.868, -9.330], [-3.301, -4.881, 6.473], [-1.903, -5.953, 6.514], [-2.935, -3.396, 7.348], [-3.701, -4.494, 4.803], [-4.686, -5.683, 7.238], [0.774, 9.580, 0.210], [1.719, 8.224, -0.411], [0.206, 10.555, -1.153], [-0.613, 8.953, 1.106], [1.745, 10.600, 1.276], [-0.268, 12.301, -5.021], [-0.683, 12.470, -3.312], [1.466, 12.019, -5.174], [-1.151, 10.937, -5.705], [-0.706, 13.780, -5.880], [1.481, 3.689, 2.660], [1.121, 3.760, 4.388], [3.092, 3.010, 2.421], [0.379, 2.580, 1.857], [1.328, 5.319, 1.966], [2.996, 1.286, -12.625], [4.374, 0.188, -12.743], [3.577, 2.929, -12.337], [2.082, 1.244, -14.139], [1.960, 0.780, -11.287], [7.308, 1.423, 2.825], [5.727, 1.830, 2.163], [7.305, 1.687, 4.573], [7.627, -0.279, 2.494], [8.550, 2.433, 2.080], [-1.290, 3.264, -6.423], [-0.558, 4.865, -6.572], [-0.184, 2.181, -5.592], [-2.786, 3.386, -5.500], [-1.624, 2.630, -8.051], [12.413, 2.420, 1.184], [11.958, 1.380, 2.533], [14.171, 2.592, 1.141], [11.853, 1.704, -0.327], [11.676, 4.014, 1.386], [5.888, 7.328, 1.970], [5.764, 6.475, 3.500], [7.582, 7.735, 1.656], [5.263, 6.325, 0.654], [4.938, 8.820, 2.026], [6.508, -4.410, 3.485], [4.942, -3.955, 2.836], [6.530, -4.134, 5.228], [6.815, -6.127, 3.162], [7.777, -3.439, 2.725], [-5.557, -8.434, -2.646], [-5.832, -8.407, -0.905], [-3.933, -9.038, -2.974], [-6.747, -9.493, -3.416], [-5.719, -6.801, -3.294], [-8.647, -4.803, 6.022], [-9.007, -5.311, 7.678], [-7.355, -3.611, 6.043], [-8.138, -6.205, 5.079], [-10.098, -4.103, 5.296], [-6.210, 3.679, -8.705], [-6.661, 5.283, -9.296], [-4.454, 3.534, -8.649], [-6.867, 3.446, -7.083], [-6.872, 2.449, -9.788], [-13.529, -3.655, 2.569], [-12.134, -4.729, 2.600], [-13.145, -2.175, 3.452], [-13.935, -3.255, 0.898], [-14.907, -4.453, 3.333], [5.710, 9.532, 6.863], [6.826, 10.842, 7.268], [6.443, 7.984, 7.292], [4.207, 9.741, 7.768], [5.369, 9.555, 5.136], [-2.640, -0.502, 10.720], [-1.867, 1.008, 11.215], [-1.854, -1.859, 11.532], [-4.349, -0.462, 11.166], [-2.498, -0.697, 8.978], [-8.214, 0.300, 12.298], [-8.046, -1.251, 11.473], [-9.928, 0.658, 12.539], [-7.403, 0.223, 13.864], [-7.477, 1.566, 11.317], [9.853, -5.237, -0.782], [11.164, -6.409, -0.966], [10.529, -3.673, -0.307], [9.001, -5.064, -2.318], [8.733, -5.787, 0.459]], "mulliken_charge": [-1.663, 0.629, -0.114, -1.748, -0.210, 2.538, 0.062, -0.359, -0.235, 0.803, -0.282, -0.107, 0.467, -0.219, -0.153, -0.281, 0.444, -0.116, -0.554, -0.549, 0.620, -0.669, -0.757, -0.092, -0.868, 0.811, -1.360, -1.347, 0.306, 0.531, 0.390, 0.177, 0.532, 0.409, 0.069, 0.246, 0.442, 0.378, 0.179, 0.232, 0.302, 0.343, 0.163, -0.099, -0.041, 0.040, -0.129, 0.159, -0.023, -0.113, 0.045, -0.117, 0.218, -0.100, 0.006, -0.044, -0.101, 0.233, 0.023, -0.030, -0.105, -0.109, 0.365, -0.086, -0.096, -0.086, -0.107, -0.020, -0.120, 0.063, 0.059, 0.044, 0.301, -0.108, -0.110, -0.110, 0.005, 0.140, 0.049, -0.127, -0.062, -0.018, 0.242, -0.109, 0.085, -0.097, -0.124, 0.334, -0.067, -0.115, -0.086, -0.089, 0.155, -0.049, -0.119, 0.096, -0.066, 0.252, 0.042, -0.105, -0.125, -0.032, 0.361, -0.093, -0.102, -0.123, -0.087, 0.303, -0.108, -0.031, -0.102, -0.056, 0.312, -0.112, 0.000, -0.107, -0.108, 0.362, -0.074, -0.099, -0.099, -0.100, 0.304, -0.108, -0.100, -0.104, -0.005, 0.312, -0.118, -0.106, -0.027, -0.052, 0.339, -0.072, -0.113, -0.093, -0.082, 0.303, -0.111, -0.088, -0.100, -0.013], "homo_energy_ev": -6.6909, "lumo_energy_ev": 1.083, "charge": -1, "spin_multiplicity": 1, "orbital_gap_ev": 7.774, "largest_force_ev_per_a": 2.391}

Record 2
{"formula": "C33H20AuBrN4O2S2", "method": "ωB97M-V with the def2-TZVPD basis set", "elements": ["Au", "S", "C", "C", "C", "C", "C", "C", "N", "C", "C", "C", "C", "C", "C", "C", "C", "N", "C", "C", "C", "C", "C", "S", "C", "H", "H", "H", "H", "H", "H", "H", "H", "H", "H", "H", "H", "N", "C", "C", "C", "C", "C", "C", "C", "H", "H", "H", "H", "H", "Br", "C", "C", "N", "C", "C", "C", "C", "O", "O", "H", "H", "H"], "positions_angstrom": [[-0.047, -1.174, -1.364], [4.621, -1.031, -4.500], [6.223, -0.983, -5.061], [7.143, -0.981, -4.037], [6.547, -1.018, -2.780], [5.164, -1.049, -2.832], [4.250, -1.088, -1.731], [2.863, -1.228, -1.962], [1.970, -1.264, -1.007], [2.356, -1.187, 0.286], [3.725, -1.064, 0.630], [4.081, -0.991, 2.014], [3.145, -0.997, 2.991], [1.753, -1.076, 2.678], [0.732, -1.001, 3.628], [-0.610, -1.058, 3.240], [-0.861, -1.240, 1.858], [0.087, -1.306, 0.972], [1.379, -1.199, 1.315], [-1.711, -1.003, 4.155], [-3.070, -0.965, 3.877], [-3.859, -0.971, 5.026], [-3.115, -1.008, 6.181], [-1.447, -1.035, 5.885], [4.663, -0.997, -0.399], [6.426, -0.958, -6.116], [8.205, -0.955, -4.199], [7.103, -1.028, -1.863], [2.489, -1.328, -2.972], [5.131, -0.933, 2.256], [3.432, -0.936, 4.029], [0.988, -0.881, 4.671], [-1.868, -1.362, 1.490], [-3.493, -0.922, 2.889], [-4.934, -0.954, 5.016], [-3.479, -1.018, 7.189], [5.703, -0.853, -0.148], [-1.959, -1.385, -1.699], [-3.098, -1.280, -1.539], [-4.473, -1.170, -1.380], [-5.218, -0.429, -2.312], [-6.581, -0.311, -2.143], [-7.209, -0.920, -1.065], [-6.470, -1.641, -0.135], [-5.106, -1.779, -0.284], [-4.717, 0.031, -3.152], [-7.156, 0.253, -2.859], [-8.277, -0.845, -0.955], [-6.960, -2.106, 0.705], [-4.527, -2.361, 0.420], [-3.108, 5.622, -1.071], [-1.296, 5.091, -1.110], [-0.273, 6.040, -1.105], [0.978, 5.663, -1.113], [1.355, 4.410, -1.137], [0.394, 3.402, -1.166], [-0.946, 3.744, -1.143], [0.844, 1.912, -1.211], [1.999, 1.657, -0.944], [-0.107, 1.161, -1.518], [-0.476, 7.103, -1.096], [2.413, 4.193, -1.133], [-1.712, 2.983, -1.157]], "lowdin_spin": [0.544, 0.000, 0.001, 0.000, 0.000, 0.000, 0.005, 0.019, 0.080, 0.010, 0.002, 0.002, 0.000, 0.005, -0.006, 0.006, 0.008, 0.132, 0.007, 0.001, 0.002, 0.000, 0.002, 0.001, 0.001, 0.000, 0.000, 0.000, 0.007, 0.000, 0.000, 0.000, 0.002, 0.000, 0.000, 0.000, 0.000, 0.036, 0.019, 0.001, 0.004, 0.000, 0.005, 0.000, 0.004, 0.000, 0.000, 0.000, 0.000, 0.000, 0.200, 0.188, 0.179, 0.060, 0.200, 0.114, -0.008, 0.015, 0.058, 0.083, 0.005, 0.006, -0.002], "homo_energy_ev": [-12.3085, -12.3059], "lumo_energy_ev": [-5.626, -9.966], "charge": 2, "spin_multiplicity": 3, "orbital_gap_ev": [6.683, 2.340], "largest_force_ev_per_a": 2.250}

Record 3
{"formula": "C33H21F6IN4O13S2TeW", "method": "ωB97M-V with the def2-TZVPD basis set", "elements": ["W", "O", "C", "C", "C", "N", "C", "C", "C", "O", "O", "C", "O", "O", "H", "H", "H", "F", "C", "F", "F", "S", "O", "O", "N", "S", "O", "O", "C", "F", "F", "F", "I", "C", "C", "C", "C", "N", "C", "H", "H", "H", "H", "Te", "C", "C", "C", "C", "C", "C", "C", "C", "C", "C", "C", "C", "H", "H", "H", "H", "H", "H", "H", "H", "H", "H", "O", "C", "O", "C", "C", "C", "C", "C", "C", "N", "O", "O", "H", "H", "H", "H"], "positions_angstrom": [[-0.543, 0.190, -0.437], [5.593, -0.373, -0.397], [4.260, -0.263, -0.326], [3.619, 0.609, 0.557], [2.246, 0.642, 0.541], [1.526, -0.191, -0.211], [2.138, -0.902, -1.170], [3.502, -0.986, -1.254], [1.185, -1.285, -2.277], [1.410, -2.149, -3.077], [0.153, -0.463, -2.250], [1.399, 1.706, 1.186], [1.846, 2.527, 1.938], [0.148, 1.623, 0.770], [6.018, 0.199, 0.253], [4.155, 1.311, 1.182], [3.966, -1.550, -2.051], [-4.996, 2.180, 2.072], [-4.443, 0.999, 2.312], [-5.378, 0.160, 2.734], [-3.515, 1.127, 3.250], [-3.664, 0.301, 0.755], [-2.226, 0.515, 0.998], [-4.127, -1.045, 0.685], [-4.174, 1.218, -0.399], [-3.268, 2.196, -1.233], [-1.839, 1.860, -1.244], [-3.864, 2.486, -2.489], [-3.262, 3.779, -0.287], [-4.492, 4.269, -0.220], [-2.803, 3.567, 0.943], [-2.472, 4.649, -0.902], [1.368, 0.250, 6.323], [0.202, -0.623, 4.837], [-0.960, -1.307, 5.149], [-1.687, -1.869, 4.112], [-1.227, -1.716, 2.814], [-0.115, -1.048, 2.512], [0.588, -0.519, 3.507], [-1.290, -1.398, 6.175], [-2.600, -2.416, 4.306], [-1.772, -2.138, 1.979], [1.493, 0.019, 3.248], [1.446, 2.582, -2.533], [1.409, 1.809, -4.490], [0.185, 1.533, -5.090], [0.149, 0.974, -6.359], [1.331, 0.689, -7.029], [2.552, 0.961, -6.429], [2.593, 1.516, -5.157], [1.716, 4.626, -2.959], [0.615, 5.403, -3.308], [0.779, 6.751, -3.593], [2.039, 7.328, -3.522], [3.136, 6.558, -3.166], [2.977, 5.207, -2.886], [-0.737, 1.742, -4.562], [-0.804, 0.756, -6.823], [1.300, 0.249, -8.017], [3.475, 0.734, -6.947], [3.547, 1.721, -4.687], [-0.370, 4.955, -3.353], [-0.080, 7.350, -3.866], [2.165, 8.380, -3.743], [4.120, 7.007, -3.107], [3.835, 4.607, -2.611], [-2.241, -0.747, -1.456], [-1.832, -1.894, -1.127], [-0.838, -1.919, -0.318], [-2.432, -3.129, -1.641], [-3.562, -3.053, -2.450], [-4.130, -4.214, -2.947], [-3.572, -5.446, -2.642], [-2.451, -5.489, -1.830], [-1.862, -4.353, -1.317], [-1.861, -6.802, -1.500], [-2.326, -7.779, -2.050], [-0.942, -6.819, -0.708], [-3.981, -2.082, -2.677], [-5.008, -4.163, -3.575], [-3.987, -6.368, -3.019], [-0.985, -4.420, -0.691]], "lowdin_spin": [1.643, 0.013, 0.022, -0.005, 0.025, -0.004, 0.020, -0.007, 0.009, 0.021, 0.033, 0.011, 0.029, 0.020, 0.000, 0.000, -0.001, 0.000, 0.000, 0.000, 0.000, 0.005, 0.030, 0.001, 0.004, 0.006, 0.032, 0.001, 0.002, 0.001, 0.000, 0.000, 0.000, 0.001, 0.000, 0.000, 0.001, 0.024, 0.002, 0.000, 0.000, 0.000, 0.000, 0.012, 0.002, 0.000, 0.000, 0.000, 0.000, 0.000, 0.004, 0.001, 0.000, 0.000, 0.000, 0.001, 0.000, 0.000, 0.000, 0.000, 0.000, 0.000, 0.000, 0.000, 0.000, 0.000, 0.003, 0.014, 0.015, 0.000, 0.002, 0.000, 0.002, 0.000, 0.002, 0.000, 0.000, 0.000, 0.000, 0.000, 0.000, 0.000], "homo_energy_ev": [-8.1953, -8.2585], "lumo_energy_ev": [-0.763, -1.323], "spin_multiplicity": 3, "orbital_gap_ev": [7.432, 6.935], "e_above_lowest_ev": 1.413, "largest_force_ev_per_a": 1.658}

What is the formula in the first record?
C33H14BBr2Cl80F7NO4